Below is a structure of composition C30H46BrN3P2Ru, with properties calculated with ωB97M-V/def2-TZVPD.

ΔE to the lowest compared entry with this formula, charge and spin in kcal/mol: 60.1
LUMO (spin up / spin down) in Ha: -0.463 / -0.536
Orbital gap (spin up / spin down) in eV: 5.8 / 3.8
Highest occupied orbital energy (spin up / spin down) in eV: -18.40 / -18.41
Maximum force in Eh/bohr: 0.0660
Charge: +4
2S+1: 5

```
83
C30H46BrN3P2Ru (ωB97M-V/def2-TZVPD)
C 1.530 1.709 -2.437
H 0.523 -3.184 -3.552
H 4.827 1.210 1.679
H 5.777 -1.400 -2.008
C -0.339 -2.864 0.992
H 1.054 4.219 -0.172
H 4.262 1.554 0.010
H 6.623 0.912 -0.829
C -3.196 1.937 -1.152
H -0.984 -3.682 -2.792
H -1.099 1.848 6.863
H 3.641 -0.027 -1.592
H -4.906 4.052 -0.708
C 4.946 0.940 0.620
C 0.247 1.164 -2.428
H 2.417 -1.752 1.452
H 4.889 -2.878 -1.598
P 4.404 -0.803 0.502
C 3.974 -1.778 3.009
H -3.972 -2.295 0.899
C -5.026 2.783 -4.332
C -3.692 -1.714 0.015
H -2.198 -1.389 2.605
H -0.479 2.791 4.575
H -2.771 -2.184 -1.869
Br 3.533 3.626 -1.733
C 0.217 -2.249 -1.666
H 0.816 -1.356 -1.874
C -4.297 2.024 -3.405
H -0.320 -2.265 1.918
H -3.754 1.149 -3.746
C -0.324 -2.828 -2.958
C -4.936 3.636 -1.716
H 2.800 -1.540 -1.120
C -1.372 0.846 5.053
H -0.494 -4.777 1.929
H -2.171 -1.181 5.090
C -1.078 -4.189 1.208
H -3.269 2.243 -0.107
H 0.712 -3.064 0.728
H 2.296 1.227 -3.020
C -4.163 2.488 -2.063
C 3.237 -1.117 1.829
C -2.150 1.032 -1.562
H 0.883 -2.977 -1.195
H -0.118 0.589 -3.285
H -1.248 3.229 -0.273
C 6.408 1.164 0.217
H -2.083 -4.042 1.629
H -6.178 5.259 -2.494
H -4.594 -1.585 -0.583
P -0.957 -1.775 -0.377
C -0.409 2.760 -0.753
C -0.903 1.628 2.812
C -2.633 -2.397 -0.810
H -0.861 -2.085 -3.551
H 2.851 -0.120 2.092
H 3.298 -2.407 3.585
H 7.069 0.569 0.858
H -0.461 2.326 2.097
N -1.405 1.000 6.396
Ru -1.638 0.173 0.140
C 3.774 -1.035 -1.176
C -1.861 -0.469 3.098
C -5.627 4.331 -2.718
C -0.884 1.857 4.186
H -3.363 -0.684 0.351
C -1.834 -0.353 4.472
H 4.440 -1.950 -3.039
C 4.779 -1.862 -2.001
C 0.853 3.392 -0.825
H -5.080 2.439 -5.376
C 1.855 2.877 -1.701
H 4.800 -2.402 2.662
H -1.155 -4.780 0.285
H -2.341 0.473 -2.483
C -0.716 1.560 -1.440
N -1.454 0.512 2.259
H -2.579 -3.464 -0.632
N -5.659 3.916 -3.998
H 6.673 2.219 0.354
H 4.389 -1.029 3.683
H -1.762 0.270 6.998
```

Listed below, in e, are the Löwdin charges computed for each atom: atom 1 (C): -0.087, atom 2 (H): 0.100, atom 3 (H): 0.099, atom 4 (H): 0.083, atom 5 (C): -0.355, atom 6 (H): 0.116, atom 7 (H): 0.029, atom 8 (H): 0.081, atom 9 (C): -0.037, atom 10 (H): 0.089, atom 11 (H): 0.142, atom 12 (H): 0.068, atom 13 (H): 0.150, atom 14 (C): -0.362, atom 15 (C): -0.013, atom 16 (H): 0.063, atom 17 (H): 0.089, atom 18 (P): 1.197, atom 19 (C): -0.116, atom 20 (H): 0.103, atom 21 (C): 0.015, atom 22 (C): -0.100, atom 23 (H): 0.095, atom 24 (H): 0.132, atom 25 (H): 0.088, atom 26 (Br): 0.972, atom 27 (C): -0.379, atom 28 (H): 0.047, atom 29 (C): 0.086, atom 30 (H): 0.062, atom 31 (H): 0.129, atom 32 (C): -0.104, atom 33 (C): 0.096, atom 34 (H): 0.054, atom 35 (C): -0.271, atom 36 (H): 0.103, atom 37 (H): 0.136, atom 38 (C): -0.100, atom 39 (H): 0.123, atom 40 (H): 0.063, atom 41 (H): 0.109, atom 42 (C): -0.156, atom 43 (C): -0.368, atom 44 (C): -0.317, atom 45 (H): 0.083, atom 46 (H): 0.137, atom 47 (H): 0.109, atom 48 (C): -0.117, atom 49 (H): 0.086, atom 50 (H): 0.168, atom 51 (H): 0.106, atom 52 (P): 0.867, atom 53 (C): -0.028, atom 54 (C): -0.117, atom 55 (C): -0.338, atom 56 (H): 0.076, atom 57 (H): 0.093, atom 58 (H): 0.086, atom 59 (H): 0.090, atom 60 (H): 0.099, atom 61 (N): 0.193, atom 62 (Ru): 0.978, atom 63 (C): -0.361, atom 64 (C): -0.152, atom 65 (C): 0.026, atom 66 (C): 0.028, atom 67 (H): 0.024, atom 68 (C): 0.025, atom 69 (H): 0.091, atom 70 (C): -0.115, atom 71 (C): -0.051, atom 72 (H): 0.165, atom 73 (C): -0.661, atom 74 (H): 0.077, atom 75 (H): 0.091, atom 76 (H): 0.106, atom 77 (C): -0.303, atom 78 (N): -0.132, atom 79 (H): 0.082, atom 80 (N): 0.214, atom 81 (H): 0.094, atom 82 (H): 0.089, atom 83 (H): 0.136